[1]
{
  "formula": "C5H13N",
  "method": "ωB97M-V/def2-TZVPD",
  "energy_ev": -6878.7247,
  "homo_lumo_gap_ev": 5.38,
  "max_force_ev_per_a": 4.8,
  "symbols": ["H", "C", "H", "H", "H", "C", "H", "H", "H", "H", "C", "H", "H", "H", "H", "N", "C", "C", "H"],
  "xyz": [[-1.820377, -2.192132, -1.029997], [2.298749, -0.608381, 0.306018], [0.269576, -1.095898, -1.811311], [2.800813, -0.196447, -0.698205], [2.472326, -1.666092, 0.472629], [-0.085208, -0.961492, -0.752364], [-2.099177, 2.381910, 0.171367], [2.614908, -0.102975, 1.263213], [0.492897, -0.613045, 1.345019], [-1.721746, -1.631633, 0.755739], [-1.394731, -1.535252, -0.327776], [-0.619174, 1.381888, -0.052306], [0.727889, 1.894584, 1.131985], [0.977328, 1.811996, -0.707494], [-1.216759, -0.337766, -0.618569], [-2.111149, 1.389947, 0.132201], [0.812296, -0.225824, 0.320570], [0.595664, 1.332423, 0.183073], [-2.994121, 0.974196, -0.083801]],
  "atomic_forces_ev_per_a": [[-1.1, 0.0, -1.1], [0.3, 1.4, -1.1], [-0.8, 0.4, 1.1], [-0.7, -0.9, 2.5], [0.1, -0.3, -0.4], [-0.5, -1.9, 2.7], [-0.6, 0.9, -0.1], [0.5, -0.2, -1.4], [-0.3, 0.8, -1.4], [0.7, 0.8, -1.6], [4.7, 0.3, 0.9], [1.6, 0.0, 0.8], [0.2, -0.5, -0.7], [1.0, -0.2, 0.0], [-2.1, 2.1, -0.1], [0.5, -2.3, -0.1], [-0.4, 0.2, 0.1], [-2.2, -1.0, 0.1], [-0.9, 0.5, -0.2]],
  "mulliken_charge": [0.339, -1.292, 0.334, 0.310, 0.416, -0.242, 0.062, 0.309, 0.125, 0.262, -0.660, 0.180, 0.339, 0.358, 0.226, -0.814, 0.619, -0.881, 0.010]
}



[2]
{
  "formula": "C5H14N2",
  "method": "ωB97M-V/def2-TZVPD",
  "energy_ev": -8390.4739,
  "smiles": "CN[C@@H](C)CCN",
  "homo_lumo_gap_ev": 9.19,
  "max_force_ev_per_a": 4.4,
  "symbols": ["N", "C", "C", "H", "H", "H", "C", "H", "H", "H", "C", "C", "H", "N", "H", "H", "H", "H", "H", "H", "H"],
  "xyz": [[-0.611199, -0.295478, 0.834763], [-0.016926, 0.890654, 0.012748], [0.916287, -0.816407, -1.522794], [0.058293, -0.676959, -2.284323], [-2.650131, -0.170787, 0.355027], [0.213954, 3.125287, 0.005486], [-2.047804, -0.225029, 1.270973], [1.794637, -1.144709, -2.137442], [2.121384, 0.372257, 0.016939], [1.326071, -2.428030, -0.309854], [1.279739, 0.391062, -0.714917], [0.059602, 2.195645, 0.789788], [-0.293753, -2.000924, -0.243745], [0.554346, -2.194340, -0.872119], [1.593340, 1.229610, -1.502436], [-0.017126, -0.487510, 1.701276], [-0.820594, 2.407254, 1.296896], [-0.660071, 0.962020, -0.883482], [0.952123, 2.109730, 1.407675], [-2.254775, -1.137948, 1.915930], [-2.110764, 0.653887, 1.908763]],
  "atomic_forces_ev_per_a": [[1.1, 0.6, 0.9], [-1.0, -1.7, -0.3], [0.0, -3.7, -1.6], [1.3, 0.4, 1.3], [-0.2, 0.0, 0.6], [-0.2, -2.3, 2.0], [1.9, -0.3, 0.3], [-0.6, 0.7, 0.2], [-0.4, -0.7, -0.6], [1.0, -0.5, 1.1], [-0.5, 2.7, 0.1], [2.3, 1.3, -3.6], [2.0, -0.4, -1.0], [-2.2, 2.6, -0.7], [-0.7, -1.5, 1.7], [-0.9, 0.6, -1.7], [-1.5, 0.3, 1.2], [-0.5, 0.3, 0.7], [-0.2, 0.5, 0.4], [0.0, 1.1, -1.1], [-1.0, 0.2, 0.0]],
  "mulliken_charge": [-0.312, 0.185, -0.662, 0.292, 0.279, 0.273, -0.896, 0.381, 0.319, 0.231, -0.514, -1.342, 0.362, -0.724, 0.241, 0.261, 0.443, 0.257, 0.301, 0.283, 0.342]
}



[3]
{
  "formula": "C64H54N8O4Re",
  "method": "ωB97M-V/def2-TZVPD",
  "energy_ev": -89467.4627,
  "total_charge": 2,
  "homo_lumo_gap_ev": [2.97, 3.08],
  "max_force_ev_per_a": 2.5,
  "multiplicity": 2,
  "symbols": ["H", "C", "C", "C", "Re", "C", "H", "C", "C", "H", "H", "C", "H", "C", "C", "H", "C", "C", "C", "N", "C", "H", "C", "C", "H", "H", "H", "C", "H", "C", "H", "C", "H", "N", "O", "H", "H", "C", "H", "C", "H", "H", "C", "O", "N", "H", "C", "C", "C", "H", "C", "C", "C", "C", "H", "H", "H", "C", "H", "C", "C", "H", "H", "C", "C", "H", "H", "C", "N", "C", "C", "C", "C", "C", "H", "C", "H", "H", "H", "H", "H", "C", "H", "H", "H", "H", "N", "C", "C", "H", "C", "C", "C", "C", "C", "C", "C", "C", "C", "C", "C", "H", "C", "C", "C", "H", "C", "H", "C", "H", "O", "N", "O", "H", "H", "H", "C", "H", "C", "H", "C", "H", "C", "C", "H", "H", "N", "H", "N", "H", "H"],
  "xyz": [[-7.867088, -2.767522, 7.411434], [3.594712, -4.221022, 2.373334], [5.842912, 6.817878, 3.951434], [4.472112, -0.655822, -2.299866], [-0.252288, -0.317022, 0.303534], [-1.665588, -3.965222, 2.179034], [0.189012, -5.132322, 2.280434], [-3.460288, 5.075278, -2.836366], [-1.113188, 2.736578, 0.149734], [5.281312, -5.496822, 2.730934], [6.285312, 6.590478, 2.977834], [-4.464488, -0.003122, 0.847534], [-1.962888, 6.281278, -6.355166], [-0.337688, -4.238722, 2.009334], [5.380412, -7.540122, -0.603266], [0.138812, 1.850578, -1.735066], [4.436312, 4.891678, 3.970934], [0.262412, -3.050022, 1.502534], [-5.560988, -3.810322, 3.895734], [-2.224188, 0.048778, 0.513934], [3.338812, -1.083322, 2.472434], [3.246012, -6.116422, -0.972966], [-1.897688, -2.644822, 1.694234], [-3.042988, 6.328978, -6.199866], [-1.627388, 4.855978, 0.525034], [4.350612, 1.490178, -2.462666], [-5.759388, -0.709222, 5.262134], [-3.380288, 0.580078, -3.001066], [5.071812, -1.471422, -2.713366], [2.444112, -4.620622, 0.308234], [-4.442988, -4.318822, 2.164134], [2.083212, -1.450122, 1.917834], [-2.388988, -4.617822, 2.621834], [-0.709988, -2.132922, 1.242634], [5.346712, 5.656978, 4.585234], [6.620312, 7.199178, 4.611434], [4.334112, 3.636778, 5.700334], [-2.336388, 3.942978, -4.867066], [-3.396588, 7.330978, -6.434866], [-1.437288, -3.513322, -1.549166], [-3.539188, 5.607978, -6.854066], [1.644712, -4.374822, -0.376266], [-1.643488, 2.924178, -4.303766], [-3.382488, 6.108478, -4.849166], [3.073512, -0.953822, -2.574166], [2.743512, 2.048678, 4.708734], [4.869912, 0.666278, -2.956366], [-5.469388, -1.512722, 4.607034], [2.602512, 3.079978, 2.830934], [4.104212, 0.873178, 3.059534], [-2.200488, -1.650222, -2.628666], [-4.142988, -2.260622, 2.715634], [2.060212, 0.749578, 2.196734], [-3.017788, 5.001078, -4.197866], [5.155312, -0.069922, -4.964466], [6.287412, -8.139522, -0.565666], [-7.822188, -1.441322, 6.224134], [4.490812, -5.212822, 2.054534], [1.659912, -1.260122, -4.068766], [1.639012, -2.760522, 1.636634], [2.567712, -3.876122, 1.487434], [-0.858088, 3.743878, -2.535566], [-4.603288, 2.268978, -3.018566], [-4.174688, 1.067678, 0.027434], [-5.952688, -2.809022, 4.800934], [4.739012, 1.633178, -4.880866], [4.512212, -8.201322, -0.662366], [-2.744988, 2.846978, -2.010566], [-1.060388, 0.317978, -2.264166], [-3.088988, -1.887922, 1.784834], [-1.002188, 4.009578, 0.728134], [-3.386788, 4.170178, -1.838366], [-3.241188, -0.655822, 1.124034], [-0.909588, 1.687078, -2.007866], [-5.433788, -0.331522, 1.163634], [2.165912, -0.814622, -1.676266], [2.419512, 1.093978, -4.258366], [5.054712, 7.566278, 3.832634], [-3.117088, -4.422722, -4.326466], [-3.288488, -1.949322, -4.461066], [-5.970288, -4.797622, 4.033934], [-3.649188, 1.863578, -2.710066], [-3.822388, 4.402578, -0.876666], [5.940912, 0.815978, -2.820166], [3.303612, -1.830322, -4.433666], [5.411412, -6.896322, -1.487266], [-1.529288, -2.197022, -1.609266], [-2.789888, -2.420522, -3.627766], [4.412612, -5.895322, 0.830034], [4.142612, -1.740322, 2.730834], [-1.999688, -4.362522, -2.492066], [-2.684388, -3.800722, -3.557266], [3.317412, 0.268578, 2.657634], [-4.680188, -3.543522, 2.876934], [-7.233288, -2.219622, 6.717134], [-1.978888, 2.116578, -0.884666], [1.707012, 2.122578, 2.187534], [4.526712, 0.655778, -4.447066], [3.016512, 4.225378, 2.143134], [-2.784288, 1.076078, -0.158166], [3.924212, 5.108778, 2.688234], [0.431812, 4.718078, 2.236234], [-1.444288, 2.868678, -2.841466], [2.721112, -1.020722, -3.984266], [-2.189088, -0.173522, -2.646466], [2.845312, 0.217778, -5.731666], [3.094512, 2.889078, 4.130034], [-1.896488, -5.430422, -2.386866], [0.591712, 2.624978, 1.515234], [-2.363888, 3.980278, -5.946266], [5.380312, -6.791622, 0.594334], [1.359212, -0.753622, -0.838766], [-6.769788, -3.181022, 5.789934], [-4.875388, 1.760678, -0.394066], [3.652912, -3.744222, 3.338934], [-4.181988, -0.260422, 3.479034], [3.055012, 0.304778, -4.666066], [-0.885888, -3.917422, -0.712966], [0.071212, 3.946678, 1.587834], [4.243012, 5.960178, 2.107834], [-4.587388, -1.253922, 3.585034], [2.658712, 4.402778, 1.140534], [3.976512, 3.777478, 4.692234], [3.355612, -5.596822, -0.033766], [-4.154888, 0.008278, -3.492166], [-6.403488, -1.763722, 7.263234], [1.327812, -0.308722, 1.735934], [-1.190888, 2.168378, -4.927766], [-0.167088, 1.906478, 0.622634], [-3.959288, 6.014278, -2.633566], [4.623512, -0.622722, -1.219966]],
  "atomic_forces_ev_per_a": [[0.1, 0.1, 0.0], [-0.2, 0.0, -0.1], [0.1, 0.2, -0.1], [0.6, 0.4, 0.2], [1.1, 0.1, 1.9], [0.5, -0.2, 0.0], [0.1, -0.1, 0.1], [-0.3, 0.5, 0.8], [0.3, 0.5, 0.1], [0.1, 0.0, 0.1], [0.0, 0.0, 0.0], [0.3, -0.1, 0.0], [-0.1, 0.0, 0.1], [-0.5, -0.1, -0.1], [0.0, -0.1, -0.2], [-0.4, 0.1, 0.1], [-0.4, -0.4, -0.2], [0.4, 0.1, 0.2], [-0.2, 0.1, 0.3], [0.1, 0.2, 0.0], [0.2, 0.6, 0.0], [0.0, -0.1, -0.1], [-0.9, 0.2, 0.1], [0.3, 0.2, -1.3], [-0.2, 0.2, 0.0], [0.0, 0.0, 0.1], [-0.1, 0.1, 0.1], [-0.4, 0.5, -0.4], [-0.1, 0.0, 0.1], [0.1, 0.4, 0.3], [0.1, -0.1, 0.0], [-0.2, -0.5, -0.2], [-0.1, -0.1, 0.1], [0.4, 1.4, -0.6], [0.0, -0.2, 0.3], [-0.1, 0.0, -0.1], [0.1, 0.0, 0.1], [0.2, -0.4, -0.8], [0.0, -0.1, 0.1], [0.0, -0.2, 0.0], [0.0, 0.1, 0.1], [-0.1, 0.0, -0.1], [-0.3, 0.7, 0.5], [0.4, -1.8, 1.7], [0.4, -0.3, -0.4], [0.0, -0.1, 0.1], [0.0, -0.2, -0.1], [-0.4, -0.2, 0.4], [0.3, 0.5, 0.2], [0.2, 0.1, 0.1], [-0.2, -0.8, -0.1], [-0.6, 0.0, 0.3], [0.1, 1.1, 0.2], [-0.4, 1.3, -0.5], [0.1, -0.1, -0.1], [-0.1, 0.0, -0.1], [0.0, 0.0, 0.0], [0.1, -0.3, -0.2], [0.1, -0.1, 0.0], [-0.6, 0.9, -0.1], [0.2, -0.5, -0.2], [0.1, -0.1, 0.0], [-0.2, -0.1, -0.1], [0.4, 0.0, 0.2], [0.4, 0.2, -0.5], [0.1, 0.0, 0.0], [0.0, 0.0, 0.0], [0.6, 0.1, 0.0], [-0.6, -0.5, -0.3], [1.0, -0.1, -0.3], [-0.1, -0.2, -0.2], [0.2, 0.0, -0.6], [-0.5, 0.0, 0.0], [0.3, 0.4, 0.2], [-0.2, -0.1, 0.1], [-0.9, -0.1, 1.3], [-0.1, 0.0, 0.0], [0.0, 0.0, 0.0], [-0.1, 0.0, 0.0], [-0.1, 0.0, -0.1], [-0.1, -0.1, 0.0], [-0.2, -0.5, -0.3], [-0.2, 0.1, 0.1], [0.0, 0.1, 0.1], [-0.1, 0.0, 0.0], [0.0, 0.0, 0.1], [-0.1, 0.3, -0.1], [0.0, 0.3, 0.2], [-0.4, 0.4, 0.1], [0.1, -0.2, 0.0], [-0.1, 0.1, -0.2], [0.1, -0.1, 0.1], [0.1, -0.7, 0.0], [0.0, 0.2, -0.1], [-0.1, 0.2, 0.2], [0.6, -0.5, 0.4], [0.0, -1.0, -0.3], [-0.1, 0.2, 0.2], [0.0, -0.4, 0.1], [-0.3, 0.2, 0.0], [0.4, 0.3, 0.3], [0.1, 0.2, 0.1], [-0.3, -0.1, 0.1], [-0.3, 0.2, -0.6], [1.1, 0.2, 0.3], [-0.1, 0.0, -0.1], [-0.2, 0.1, -0.2], [0.0, -0.1, 0.0], [-0.3, 0.6, 0.2], [0.0, 0.0, -0.1], [0.2, 0.0, 0.3], [0.9, -0.1, -1.1], [-0.1, -0.4, -0.1], [-0.2, 0.1, -0.1], [0.1, 0.1, 0.1], [0.0, 0.1, 0.0], [0.2, -0.2, 0.0], [0.0, 0.0, 0.2], [0.2, -0.4, 0.2], [0.0, 0.1, 0.0], [0.3, -0.3, -0.3], [0.0, 0.0, -0.1], [0.2, 0.3, 0.0], [0.4, -0.4, -0.1], [-0.1, 0.0, 0.0], [0.0, 0.0, 0.0], [-2.0, 0.0, -1.2], [0.1, 0.0, -0.2], [-0.3, -1.2, -0.4], [0.0, 0.0, 0.1], [0.0, -0.1, -0.1]],
  "lowdin_spin": [0.000, 0.004, 0.000, 0.001, 0.619, 0.000, 0.001, 0.000, 0.017, 0.000, 0.000, 0.008, 0.000, 0.006, 0.000, 0.002, 0.001, 0.006, 0.000, -0.004, 0.005, 0.000, 0.009, 0.000, 0.001, 0.000, 0.000, 0.000, 0.000, 0.005, 0.000, -0.005, 0.000, 0.030, 0.001, 0.000, 0.000, 0.000, 0.000, 0.001, 0.000, 0.000, 0.000, 0.000, 0.023, 0.000, 0.001, 0.000, 0.001, -0.001, 0.001, 0.002, 0.009, 0.000, 0.000, 0.000, 0.000, 0.000, 0.000, 0.045, 0.004, 0.000, 0.000, 0.003, 0.003, 0.000, 0.000, 0.001, -0.002, 0.020, 0.012, 0.000, 0.004, 0.007, 0.000, 0.024, 0.000, 0.000, 0.000, 0.000, 0.000, 0.005, 0.000, 0.000, 0.001, 0.000, 0.022, 0.001, 0.004, 0.000, 0.001, 0.000, -0.009, 0.002, 0.000, 0.004, 0.010, 0.000, 0.001, 0.011, 0.000, 0.001, 0.001, 0.001, 0.005, 0.000, 0.001, 0.000, 0.010, 0.000, 0.002, 0.017, 0.002, 0.000, 0.000, 0.000, 0.001, 0.000, 0.015, 0.000, 0.004, 0.000, 0.000, 0.000, 0.000, 0.000, 0.006, 0.000, 0.014, 0.000, 0.000]
}